# 1
{"formula": "C27H43F15O11P", "method": "the ωB97M-V functional and the def2-TZVPD basis", "multiplicity": 1, "energy_ha": -3721.4110, "e_homo_ev": -12.381, "gap_ev": 9.4, "max_force_ev_per_a": 0.82, "charge": 1, "e_lumo_ev": -3.0, "symbols": ["C", "O", "C", "C", "C", "C", "C", "P", "C", "H", "H", "H", "H", "H", "H", "H", "H", "H", "H", "H", "H", "H", "H", "H", "H", "H", "H", "C", "C", "O", "C", "O", "C", "F", "F", "F", "H", "H", "H", "H", "H", "C", "C", "O", "C", "O", "C", "F", "F", "F", "H", "H", "H", "H", "H", "C", "C", "O", "C", "O", "C", "F", "F", "F", "H", "H", "H", "H", "H", "C", "C", "O", "C", "O", "C", "F", "F", "F", "H", "H", "H", "H", "H", "C", "C", "O", "C", "O", "C", "F", "F", "F", "H", "H", "H", "H", "H"], "coordinates": [[5.899, 1.037, 2.284], [6.135, 2.125, 1.408], [5.074, 2.533, 0.583], [4.322, 3.756, 1.129], [4.039, 3.742, 2.626], [3.028, 2.707, 3.122], [1.541, 3.137, 3.006], [0.875, 2.880, 1.357], [-0.901, 2.638, 1.355], [6.678, 0.282, 2.165], [4.941, 0.547, 2.096], [5.934, 1.392, 3.317], [4.402, 1.699, 0.340], [5.521, 2.836, -0.367], [3.419, 3.901, 0.526], [4.956, 4.623, 0.928], [3.660, 4.728, 2.913], [4.981, 3.613, 3.157], [3.207, 2.539, 4.185], [3.156, 1.736, 2.639], [0.953, 2.531, 3.696], [1.460, 4.198, 3.247], [1.537, 1.785, 0.808], [1.123, 4.001, 0.574], [-1.114, 1.747, 1.937], [-1.319, 3.519, 1.843], [-1.229, 2.560, 0.321], [-5.909, 0.586, -0.201], [-5.531, -0.800, 0.271], [-4.424, -0.743, 1.203], [-4.723, -0.416, 2.448], [-5.795, -0.170, 2.909], [-3.430, -0.417, 3.289], [-2.431, 0.225, 2.633], [-3.015, -1.662, 3.520], [-3.606, 0.193, 4.448], [-5.041, 1.084, -0.626], [-6.686, 0.522, -0.962], [-6.282, 1.191, 0.625], [-5.174, -1.405, -0.559], [-6.372, -1.320, 0.727], [-0.604, -4.098, -0.685], [-0.682, -4.217, -2.191], [-2.027, -3.988, -2.666], [-2.409, -2.731, -2.781], [-1.771, -1.746, -2.543], [-3.851, -2.691, -3.328], [-4.638, -3.550, -2.674], [-3.858, -3.020, -4.623], [-4.371, -1.474, -3.199], [-1.316, -4.775, -0.212], [0.399, -4.352, -0.345], [-0.835, -3.084, -0.358], [-0.442, -5.226, -2.513], [-0.001, -3.529, -2.690], [-4.393, -4.863, -6.782], [-5.043, -5.803, -7.772], [-4.056, -6.505, -8.557], [-3.481, -7.543, -7.971], [-3.689, -7.960, -6.870], [-2.483, -8.200, -8.949], [-1.717, -7.284, -9.546], [-3.151, -8.870, -9.893], [-1.696, -9.050, -8.304], [-3.727, -4.172, -7.300], [-5.157, -4.292, -6.259], [-3.807, -5.414, -6.048], [-5.641, -5.255, -8.497], [-5.692, -6.524, -7.275], [9.924, 1.134, 3.346], [10.350, -0.006, 2.448], [11.286, -0.878, 3.112], [10.753, -1.760, 3.944], [9.591, -1.907, 4.190], [11.865, -2.641, 4.551], [12.893, -1.900, 4.966], [12.308, -3.500, 3.628], [11.396, -3.330, 5.581], [10.793, 1.688, 3.700], [9.272, 1.816, 2.801], [9.386, 0.765, 4.219], [10.878, 0.365, 1.573], [9.497, -0.591, 2.105], [-6.462, 7.499, 2.543], [-7.185, 6.565, 1.599], [-6.255, 5.861, 0.737], [-5.650, 4.816, 1.262], [-5.766, 4.369, 2.365], [-4.742, 4.163, 0.200], [-3.987, 5.064, -0.436], [-5.474, 3.512, -0.702], [-3.913, 3.283, 0.778], [-5.834, 8.194, 1.986], [-7.186, 8.069, 3.122], [-5.828, 6.946, 3.236], [-7.827, 7.118, 0.919], [-7.798, 5.841, 2.133]], "lowdin_charge": [-0.094, -0.177, -0.234, -0.173, -0.198, -0.243, -0.317, 1.029, -0.227, 0.087, 0.078, 0.090, 0.113, 0.127, 0.079, 0.121, 0.117, 0.114, 0.122, 0.086, 0.104, 0.104, 0.049, 0.039, 0.038, 0.072, 0.068, -0.058, -0.172, 0.033, -0.407, 0.189, -0.536, 0.115, 0.181, 0.188, 0.069, 0.094, 0.079, 0.110, 0.132, -0.058, -0.184, 0.040, -0.405, 0.158, -0.549, 0.172, 0.165, 0.168, 0.087, 0.084, 0.072, 0.129, 0.125, -0.073, -0.186, 0.035, -0.403, 0.169, -0.557, 0.168, 0.173, 0.177, 0.087, 0.074, 0.077, 0.126, 0.127, -0.058, -0.195, 0.037, -0.399, 0.163, -0.559, 0.174, 0.173, 0.180, 0.086, 0.076, 0.077, 0.127, 0.118, -0.057, -0.179, 0.041, -0.412, 0.173, -0.542, 0.168, 0.173, 0.139, 0.085, 0.087, 0.077, 0.128, 0.129]}

***

# 2
{"formula": "C27H43IrNOP2Si2", "method": "the ωB97M-V functional and the def2-TZVPD basis", "multiplicity": 6, "energy_ha": -2550.0327, "e_homo_ev": [-11.286, -14.004], "gap_ev": [6.1, 3.6], "max_force_ev_per_a": 5.46, "charge": 2, "s2": 8.79, "e_lumo_ev": [-5.2, -10.4], "symbols": ["C", "C", "C", "C", "C", "C", "C", "C", "C", "C", "C", "C", "C", "H", "H", "H", "H", "H", "H", "H", "N", "Ir", "C", "H", "H", "C", "H", "H", "P", "P", "C", "H", "H", "H", "C", "H", "H", "H", "C", "H", "H", "H", "C", "H", "H", "H", "C", "O", "H", "C", "Si", "C", "C", "C", "Si", "C", "C", "C", "H", "H", "H", "H", "H", "H", "H", "H", "H", "H", "H", "H", "H", "H", "H", "H", "H", "H", "H"], "coordinates": [[-1.527, 3.352, -3.610], [-1.311, 1.999, -3.341], [-0.011, 1.457, -3.530], [1.057, 2.276, -4.018], [0.771, 3.636, -4.341], [-0.489, 4.159, -4.112], [2.318, 1.687, -4.112], [2.509, 0.316, -3.922], [1.395, -0.432, -3.426], [1.492, -1.835, -3.234], [2.709, -2.468, -3.472], [3.808, -1.745, -3.967], [3.711, -0.386, -4.219], [-2.509, 3.781, -3.410], [1.576, 4.232, -4.771], [-0.692, 5.216, -4.314], [3.148, 2.289, -4.481], [2.797, -3.537, -3.266], [4.746, -2.271, -4.157], [4.533, 0.178, -4.661], [0.251, 0.206, -3.067], [-0.133, -0.084, -0.106], [-2.341, 1.091, -2.739], [-2.263, 0.078, -3.156], [-3.353, 1.493, -2.875], [0.254, -2.539, -2.771], [-0.626, -2.145, -3.300], [0.339, -3.622, -2.932], [-2.065, 0.892, -0.900], [-0.096, -2.225, -0.957], [1.176, -3.284, -0.181], [1.034, -3.319, 0.905], [1.129, -4.308, -0.579], [2.176, -2.882, -0.388], [-1.665, -3.137, -0.804], [-1.505, -4.200, -1.035], [-2.068, -3.056, 0.209], [-2.397, -2.734, -1.513], [-2.378, 2.581, -0.292], [-3.348, 2.934, -0.671], [-2.394, 2.593, 0.805], [-1.590, 3.258, -0.645], [-3.560, -0.032, -0.437], [-3.620, -0.149, 0.647], [-4.435, 0.532, -0.788], [-3.553, -1.020, -0.909], [1.661, -0.184, 0.512], [2.767, -0.246, 0.867], [0.489, 1.070, -1.257], [0.984, 1.342, 4.111], [-0.332, 1.615, 2.790], [-1.809, 2.421, 3.667], [0.426, 2.906, 1.666], [-0.921, 0.014, 1.882], [-0.851, -1.425, 3.176], [-1.738, -0.942, 4.794], [-1.785, -2.976, 2.671], [0.880, -1.981, 3.641], [1.262, 2.335, 4.496], [1.885, 0.891, 3.675], [0.661, 0.734, 4.966], [-1.446, 3.310, 4.202], [-2.580, 2.754, 2.962], [-2.286, 1.764, 4.404], [1.087, 2.448, 0.920], [-0.322, 3.516, 1.154], [1.034, 3.565, 2.303], [-2.013, 0.176, 1.723], [-2.775, -0.630, 4.604], [-1.782, -1.836, 5.434], [-1.243, -0.155, 5.372], [-1.168, -3.626, 2.038], [-2.042, -3.551, 3.573], [-2.727, -2.738, 2.158], [1.457, -2.277, 2.758], [1.449, -1.215, 4.179], [0.792, -2.855, 4.304]], "lowdin_charge": [-0.028, -0.217, -0.217, -0.138, 0.025, -0.028, 0.050, -0.137, -0.205, -0.215, -0.022, -0.029, 0.023, 0.123, 0.131, 0.128, 0.138, 0.124, 0.126, 0.130, 0.066, 0.962, -0.233, 0.095, 0.113, -0.241, 0.095, 0.114, 0.749, 0.759, -0.215, 0.030, 0.077, 0.058, -0.225, 0.081, 0.007, 0.046, -0.206, 0.080, 0.024, 0.058, -0.204, 0.048, 0.081, 0.042, -0.323, 0.175, 0.104, -0.173, 0.416, -0.151, -0.180, -0.480, 0.450, -0.165, -0.180, -0.157, 0.057, 0.036, 0.029, 0.058, 0.025, 0.028, 0.002, 0.019, 0.057, -0.011, 0.046, 0.055, 0.024, 0.021, 0.058, 0.034, 0.012, 0.024, 0.064]}

***

# 3
{"formula": "C27H44As3CoN4O5S", "method": "the ωB97M-V functional and the def2-TZVPD basis", "multiplicity": 4, "energy_ha": -10138.7680, "relative_energy_kj_mol": 58.3, "e_homo_ev": [-5.164, -5.468], "gap_ev": [7.6, 7.9], "max_force_ev_per_a": 4.06, "charge": -1, "s2": 3.76, "e_lumo_ev": [2.4, 2.4], "symbols": ["Co", "N", "C", "C", "O", "N", "C", "C", "O", "O", "H", "H", "H", "H", "H", "H", "C", "As", "C", "C", "C", "C", "C", "As", "C", "C", "C", "As", "C", "C", "H", "H", "H", "H", "H", "H", "H", "H", "H", "H", "H", "H", "H", "H", "H", "H", "H", "H", "H", "H", "H", "H", "H", "H", "H", "H", "H", "C", "C", "C", "C", "C", "C", "C", "S", "O", "O", "N", "C", "C", "C", "C", "C", "N", "H", "H", "H", "H", "H", "H", "H", "H", "H", "H", "H"], "coordinates": [[6.791, -0.604, 17.509], [8.703, -0.266, 16.371], [8.596, 1.178, 16.147], [7.701, 1.934, 17.151], [7.680, 3.096, 16.885], [7.068, 1.231, 18.076], [6.076, 1.818, 18.901], [4.785, 1.069, 18.723], [3.662, 1.559, 19.066], [4.870, -0.166, 18.233], [9.392, -0.549, 17.038], [9.021, -0.687, 15.495], [8.047, 1.385, 15.261], [9.587, 1.621, 16.074], [5.927, 2.896, 18.672], [6.360, 1.812, 19.966], [4.704, 2.937, 15.595], [5.111, 1.166, 14.795], [5.315, 1.969, 13.002], [3.178, 0.463, 14.704], [3.049, -1.048, 14.503], [3.627, -1.434, 13.151], [3.744, -1.912, 15.530], [5.648, -2.188, 15.934], [6.533, -2.892, 14.423], [5.260, -3.821, 16.957], [1.547, -1.376, 14.464], [0.218, -1.181, 15.895], [1.240, -1.739, 17.516], [0.056, 0.766, 16.170], [4.033, 2.738, 16.427], [4.218, 3.716, 14.966], [5.615, 3.314, 16.022], [4.261, 2.155, 12.602], [5.823, 1.311, 12.360], [5.807, 2.926, 13.085], [2.657, 0.920, 13.814], [2.730, 0.835, 15.642], [4.641, -1.082, 12.846], [3.002, -0.994, 12.407], [3.577, -2.533, 13.021], [3.326, -2.880, 15.293], [3.373, -1.755, 16.549], [6.091, -3.864, 14.001], [7.605, -3.004, 14.696], [6.423, -2.100, 13.638], [4.611, -4.469, 16.392], [4.626, -3.589, 17.779], [6.237, -4.303, 17.225], [1.424, -2.384, 14.078], [1.156, -0.853, 13.562], [1.837, -2.633, 17.331], [0.501, -1.964, 18.280], [1.889, -0.949, 17.988], [0.828, 1.386, 15.728], [0.027, 0.950, 17.246], [-0.856, 0.959, 15.670], [7.739, -9.838, 15.050], [8.004, -8.416, 15.387], [8.485, -8.079, 16.700], [8.893, -6.789, 17.014], [8.733, -5.753, 16.138], [8.189, -6.022, 14.911], [7.767, -7.347, 14.576], [9.652, -4.268, 16.604], [10.096, -3.592, 15.407], [10.600, -4.707, 17.561], [8.499, -3.326, 17.157], [8.117, -3.208, 18.494], [8.458, -4.078, 19.564], [7.794, -3.999, 20.753], [6.743, -3.022, 20.887], [6.488, -2.264, 19.773], [7.219, -2.214, 18.672], [8.593, -10.154, 14.472], [6.833, -10.029, 14.500], [7.827, -10.361, 15.952], [8.601, -8.850, 17.534], [9.434, -6.601, 17.954], [7.882, -5.211, 14.222], [7.476, -7.567, 13.514], [9.248, -4.839, 19.410], [7.892, -4.720, 21.575], [6.186, -2.819, 21.782], [5.711, -1.500, 19.751]], "lowdin_charge": [0.509, -0.002, -0.184, -0.636, 0.007, -0.058, -0.165, -0.586, -0.056, -0.209, 0.078, 0.091, 0.068, 0.115, 0.128, 0.126, -0.295, 1.179, -0.343, -0.312, -0.697, -0.090, -0.360, 1.138, -0.328, -0.256, -0.413, 1.132, -0.340, -0.331, 0.008, 0.041, -0.015, 0.041, -0.027, 0.009, 0.087, 0.054, 0.071, 0.064, 0.097, 0.067, 0.027, 0.059, 0.001, 0.014, 0.019, 0.014, 0.030, 0.053, 0.074, 0.003, -0.003, 0.043, 0.000, 0.027, -0.026, -0.052, -0.295, -0.025, -0.093, -0.278, -0.046, -0.049, 0.539, -0.337, -0.318, -0.125, -0.368, -0.034, -0.068, -0.065, -0.163, -0.015, 0.082, 0.080, 0.049, 0.127, 0.105, 0.095, 0.125, 0.096, 0.104, 0.087, 0.101]}